Entry 1:
Computed, not measured: a 11-piece molecular cluster, C15H52O13 overall, with wB97M-V/def2-TZVPD.

XYZ file:
```
80
Properties=species:S:1:pos:R:3
C 7.28120 5.12932 14.29815
C 6.91121 6.57285 14.24846
O 7.64695 7.11292 13.13282
O 8.73048 5.07970 14.46460
H 6.95831 4.59632 13.40223
H 6.94734 4.55389 15.14012
H 7.22076 7.15464 15.20099
H 5.81164 6.75609 14.17148
H 8.54298 6.95809 13.34781
H 9.25791 4.98527 13.68440
C 11.51428 6.58106 6.42163
C 10.11350 6.39351 5.83246
O 9.19674 6.24459 6.86565
O 11.38949 7.75517 7.29134
H 12.24713 6.80389 5.62198
H 11.83332 5.73762 7.05401
H 10.03374 5.60766 5.15207
H 9.97159 7.32490 5.27373
H 9.16764 7.08301 7.32305
H 11.64877 8.59238 6.82328
C 5.64631 9.74996 13.51106
O 6.57370 9.59333 12.42201
H 6.11094 9.94919 14.46142
H 4.91930 10.52312 13.31096
H 5.00383 8.87498 13.62002
H 7.06934 8.74322 12.64314
C 10.42554 14.28632 10.25797
O 10.83026 12.92560 10.16338
H 10.62238 14.91933 9.36568
H 9.35497 14.34216 10.44109
H 10.85882 14.73207 11.21221
H 10.26187 12.44170 9.49553
C 7.62848 12.09141 9.24649
O 8.89786 11.73062 8.77016
H 7.04721 12.70239 8.54701
H 6.98981 11.25861 9.40542
H 7.79746 12.62824 10.19036
H 8.96224 10.74579 8.77340
C 11.06813 5.35814 11.12568
O 10.69598 5.92726 12.41106
H 10.35540 5.59235 10.29870
H 12.11803 5.51290 10.84023
H 10.89399 4.30639 11.32460
H 10.93168 6.88343 12.40343
C 12.94979 10.52511 5.68329
O 11.81690 10.35513 6.47973
H 12.70941 11.18094 4.87162
H 13.82594 10.95610 6.19881
H 13.22884 9.64449 5.19101
H 11.64384 11.17769 6.98099
C 11.26160 9.76689 14.37132
O 11.64936 8.93073 13.32361
H 12.09923 10.10059 14.98610
H 10.72892 10.68487 14.02105
H 10.58483 9.15449 15.03423
H 11.82760 9.65711 12.71036
C 11.19142 13.76666 6.88040
O 12.14483 12.93628 7.55489
H 11.00774 13.31736 5.87772
H 10.25433 13.93153 7.36228
H 11.66385 14.74122 6.63545
H 12.10240 13.26801 8.49107
C 9.08970 8.51655 9.99517
O 9.40517 8.78965 8.67579
H 8.90775 9.43010 10.60513
H 8.09777 8.08199 9.94377
H 9.80394 7.75390 10.40047
H 10.18844 8.28367 8.36444
C 14.41522 11.17860 12.96867
C 13.62863 11.68727 11.67817
C 14.11013 10.88317 10.49940
O 12.24111 11.34613 11.99851
H 14.13792 11.83091 13.82732
H 15.51056 11.07702 12.78614
H 14.12062 10.12034 13.17046
H 13.73516 12.76864 11.52225
H 13.70783 11.20185 9.50797
H 13.85319 9.84883 10.58523
H 15.19082 11.10206 10.60577
H 11.72374 11.70402 11.27059
```

Values from the calculation:
* energy: -43011.280 eV
* HOMO-LUMO gap: 10.4 eV
* HOMO: -9.765 eV
* molecular weight: 440.568 g/mol
* LUMO level: 0.65 eV
* ΔE to the lowest compared entry with this formula, charge and spin: 0.6393 eV
* SMILES string: CC(C)O.OCCO.OCCO.CO.CO.CO.CO.CO.CO.CO.CO

Entry 2:
Computed, not measured: a 11-piece molecular cluster, C15H52O15 overall, with wB97M-V/def2-TZVPD.

XYZ file:
```
82
Properties=species:S:1:pos:R:3
C 0.32981 -24.16844 -10.01312
O 0.10821 -22.81952 -10.44358
H 0.22171 -24.84691 -10.86145
H 1.27305 -24.30695 -9.48957
H -0.46990 -24.42031 -9.31340
H 0.73288 -22.62144 -11.15318
C 0.32486 -28.65918 -12.62979
O 0.52398 -27.35164 -12.11004
H -0.01421 -29.29471 -11.81324
H -0.42575 -28.66863 -13.42265
H 1.25416 -29.09070 -13.01891
H 0.65793 -26.74234 -12.85533
C -2.22918 -21.03378 -8.69021
O -1.60412 -20.66782 -9.89321
H -3.23791 -21.42905 -8.87416
H -1.66455 -21.78321 -8.13330
H -2.36314 -20.14919 -8.06375
H -0.98362 -21.36521 -10.16494
C 1.71909 -20.53286 -12.29525
O 2.21045 -21.87444 -12.07034
H 1.54807 -20.34321 -13.35580
H 0.77444 -20.41102 -11.76760
H 2.40897 -19.79735 -11.87902
H 3.10279 -21.85642 -12.42738
C 0.81580 -23.03834 -6.63421
O -0.22834 -23.72003 -5.94166
H 1.48157 -23.76925 -7.09171
H 0.43767 -22.37644 -7.41582
H 1.40878 -22.42732 -5.94971
H -0.38891 -23.28160 -5.10351
C -2.21648 -27.06931 -9.93702
O -2.51603 -27.15042 -8.56238
H -3.14529 -27.17029 -10.50258
H -1.80525 -26.09004 -10.20550
H -1.54520 -27.85269 -10.29472
H -1.71044 -26.97825 -8.03980
C 0.51289 -24.10757 -13.95959
O 1.04957 -25.43969 -14.05970
H 0.02831 -23.94815 -12.99365
H 1.31850 -23.37532 -13.98487
H -0.24625 -23.93158 -14.72072
H 1.84717 -25.36040 -14.58801
C -3.77707 -24.19627 -7.32745
C -3.91114 -24.18277 -5.82800
O -3.36768 -25.37195 -5.26858
O -4.47653 -25.30653 -7.87890
H -2.71709 -24.30401 -7.59498
H -4.18593 -23.29291 -7.78285
H -4.95695 -24.05862 -5.53665
H -3.34384 -23.32568 -5.45321
H -3.99072 -26.08375 -5.44880
H -3.84369 -26.03981 -7.98818
C -3.11628 -23.18489 -11.50854
C -4.35119 -23.94815 -11.90396
O -4.56318 -23.87793 -13.31394
O -3.31733 -21.83654 -11.90872
H -2.21916 -23.59752 -11.98522
H -3.00245 -23.24661 -10.41735
H -5.19951 -23.51759 -11.36695
H -4.22676 -25.00337 -11.67700
H -5.03929 -23.06361 -13.49456
H -2.73511 -21.23186 -11.42526
C 0.24571 -27.16264 -6.18474
C -0.90475 -27.53456 -5.25005
O -1.09253 -26.58669 -4.21346
O -0.18844 -26.35136 -7.28669
H 0.74973 -28.05712 -6.54421
H 0.93738 -26.56395 -5.58425
H -0.77210 -28.54387 -4.85387
H -1.82563 -27.58538 -5.85170
H -1.74173 -25.95675 -4.55858
H -0.32131 -25.46301 -6.92907
C 3.52715 -25.91110 -11.14243
C 4.40328 -26.98217 -11.77045
O 4.86003 -27.91111 -10.81915
O 2.54183 -26.47111 -10.30649
H 3.05213 -25.33653 -11.95808
H 4.11978 -25.17147 -10.59856
H 5.28341 -26.52593 -12.22937
H 3.82944 -27.47435 -12.57203
H 4.08143 -28.28595 -10.39246
H 1.85595 -26.81875 -10.90313
```

Values from the calculation:
* energy: -47107.175 eV
* HOMO-LUMO gap: 9.7 eV
* HOMO: -9.657 eV
* molecular weight: 472.566 g/mol
* LUMO level: 0.01 eV
* ΔE to the lowest compared entry with this formula, charge and spin: 0.0000 eV
* SMILES string: OCCO.OCCO.OCCO.OCCO.CO.CO.CO.CO.CO.CO.CO

Entry 3:
Computed, not measured: a 12-piece molecular cluster, C15H54N18O15 overall, with wB97M-V/def2-TZVPD.

XYZ file:
```
102
Properties=species:S:1:pos:R:3
C -4.65835 -2.21019 2.33960
C -3.39573 -2.75148 1.63846
O -2.13228 -2.41821 2.19829
O -4.43723 -0.87246 2.90643
H -4.87796 -2.78635 3.23850
H -5.40158 -2.39891 1.55533
H -3.45717 -2.37352 0.61769
H -3.46002 -3.83625 1.74032
H -1.91915 -1.51010 1.91763
H -4.27995 -0.11995 2.31263
C 3.79827 0.24245 0.14239
C 5.12934 -0.01750 -0.42056
O 6.12242 0.79197 0.23599
O 3.34667 1.55487 -0.20020
H 3.95486 0.24088 1.21050
H 3.06497 -0.43508 -0.29831
H 5.17826 0.16337 -1.49780
H 5.59926 -0.98647 -0.25103
H 5.97233 1.70340 -0.04829
H 3.89613 2.27885 0.12954
C 1.08354 0.70256 4.02464
C 1.61895 1.38658 2.83888
O 2.59950 2.42525 3.20994
O 0.32760 1.62038 4.82413
H 1.92942 0.35218 4.62043
H 0.42533 -0.13679 3.82261
H 0.79404 1.86422 2.33136
H 2.09762 0.63327 2.21650
H 3.28858 2.36804 2.54291
H 0.07268 1.23556 5.66864
C 0.83406 -4.61154 1.40725
O 0.88533 -3.38244 1.46771
N -0.15732 -5.29095 0.64040
N 1.75633 -5.41951 1.99123
H -0.91712 -4.68556 0.35417
H -0.35626 -6.25773 0.85213
H 1.66140 -6.42122 2.00136
H 2.47236 -5.02183 2.57220
C 1.78714 2.92762 -3.19351
O 2.20749 4.04927 -3.08191
N 2.25282 1.77795 -2.54801
N 0.69405 2.54565 -4.06384
H 2.78089 1.74221 -1.68333
H 1.85369 0.87178 -2.76285
H 0.05901 1.75063 -4.09232
H 0.26795 3.26547 -4.63243
C 1.87911 -1.87394 -3.12697
O 2.07471 -1.22475 -2.05100
N 2.71910 -2.82950 -3.59584
N 0.79305 -1.61983 -3.91308
H 2.49223 -3.25199 -4.47471
H 3.42526 -3.28389 -3.02599
H 0.54722 -2.26834 -4.64040
H 0.07804 -0.92097 -3.70428
C -4.90870 0.64857 0.23433
O -4.71464 -0.38681 -0.45906
N -6.13395 1.09028 0.63119
N -3.85460 1.40446 0.74116
H -6.18735 1.86002 1.27692
H -7.00382 0.60920 0.51625
H -2.90191 1.21897 0.44483
H -3.89950 2.31239 1.20165
C -1.79349 4.04352 -1.50815
O -2.21531 2.94836 -1.35581
N -1.88149 4.75105 -2.73798
N -1.20390 4.80495 -0.48574
H -1.46626 5.64227 -2.96613
H -2.24530 4.26665 -3.54198
H -1.11487 4.34517 0.40423
H -0.62041 5.60443 -0.67767
C -2.29591 0.29064 -3.45861
O -1.10867 0.40123 -3.89412
N -3.38969 0.60045 -4.32914
N -2.59257 -0.18178 -2.23332
H -3.24006 0.77954 -5.31523
H -4.30195 0.32102 -4.00431
H -1.90404 -0.28306 -1.50390
H -3.50993 -0.12383 -1.77917
C -2.13735 3.72645 2.62969
O -3.28056 4.05984 2.26817
N -1.49735 2.47759 2.36511
N -1.23353 4.60282 3.31804
H -2.01392 1.71897 1.95146
H -0.87007 2.08191 3.05179
H -0.28864 4.31743 3.52206
H -1.63668 5.43450 3.73375
C 4.16533 -3.85518 -0.53207
O 4.28961 -4.00584 -1.74089
N 3.33501 -2.94683 0.11519
N 4.94443 -4.63202 0.40034
H 2.76914 -2.52744 -0.61699
H 3.07861 -2.97988 1.08807
H 4.81491 -4.71673 1.39657
H 5.26316 -5.51335 0.03731
C -0.31568 -0.13348 0.33361
O -1.23608 0.00757 1.20912
N -0.09171 0.82465 -0.57620
N 0.48536 -1.23707 0.22986
H 0.65264 0.69528 -1.23856
H -0.53968 1.72773 -0.69324
H 1.13246 -1.32623 -0.54249
H 0.32808 -2.04547 0.82700
```

Values from the calculation:
* energy: -73973.239 eV
* HOMO-LUMO gap: 8.7 eV
* HOMO: -8.659 eV
* molecular weight: 726.708 g/mol
* LUMO level: 0.09 eV
* ΔE to the lowest compared entry with this formula, charge and spin: 1.3225 eV
* SMILES string: NC(N)=O.NC(N)=O.NC(N)=O.NC(N)=O.NC(N)=O.NC(N)=O.NC(N)=O.NC(N)=O.NC(N)=O.OCCO.OCCO.OCCO